1.
62
Properties=species:S:1:pos:R:3:forces:R:3:mulliken_spin:R:1 method="wB97M-V/def2-TZVPD" max_force_ha_per_bohr=0.01162 s2=0.759 de_lowest_kcal_mol=59.7 homo_ha="0.0307 / 0.0402" total_charge=-2 multiplicity=2 lumo_ha="0.1646 / 0.1645"
Pt -0.17307 0.05330 0.57807 -0.3 -0.1 0.5 0.544
C -3.33430 4.46498 -2.90353 0.0 0.0 0.0 0.000
C -2.05755 3.64611 -2.90690 0.0 0.0 0.0 -0.001
N -2.36756 2.28698 -2.51424 0.0 -0.1 0.0 -0.001
C -3.19010 2.03907 -1.40654 0.0 0.1 0.2 -0.006
N -3.07415 0.92183 -0.82836 -0.2 -0.1 -0.4 0.008
C -3.89692 0.61252 0.30934 0.1 0.0 0.1 -0.020
C -4.21199 1.87284 1.09600 0.0 0.0 0.0 0.003
C -4.85638 2.89612 0.17390 0.1 0.0 0.0 0.000
N -4.13492 3.03233 -1.09327 0.0 0.0 0.1 0.000
C -3.92974 4.40221 -1.51220 0.1 0.0 0.0 0.000
H -4.04060 4.05721 -3.63220 0.0 0.0 0.0 0.000
H -3.12353 5.50562 -3.16443 0.0 0.0 0.0 0.000
H -1.31424 4.11397 -2.24835 0.0 0.0 0.0 0.001
H -1.62033 3.61736 -3.90824 0.0 0.0 0.0 0.000
H -1.54539 1.69997 -2.39816 0.0 0.0 0.0 0.000
H -3.34357 -0.10489 0.92052 0.0 0.0 0.0 0.019
H -4.82477 0.12032 -0.02355 0.0 0.0 0.0 -0.001
H -3.26881 2.26284 1.48951 0.0 0.0 0.0 -0.004
H -4.87135 1.67303 1.94542 0.0 0.0 0.0 0.000
H -4.86752 3.87903 0.65890 0.0 0.0 0.0 0.000
H -5.90196 2.62512 -0.02644 0.0 0.0 0.0 0.000
H -3.25474 4.93290 -0.81600 0.0 0.0 0.0 0.000
H -4.89442 4.91995 -1.47113 0.0 0.0 0.0 0.000
O 3.75742 -2.96778 -3.00496 0.0 -0.1 0.0 0.001
S 3.07952 -2.12066 -1.95686 0.1 0.2 -0.2 0.001
C 2.03627 -3.18581 -0.97082 -0.1 -0.1 -0.1 -0.062
C 3.00416 -4.16143 -0.32191 0.0 0.0 0.0 0.004
C 4.15184 -3.31033 0.24914 0.0 0.0 0.0 -0.003
C 4.22754 -2.00107 -0.56560 -0.1 0.0 0.1 0.000
H 1.30324 -3.64175 -1.63501 0.0 0.0 0.0 -0.015
H 1.48825 -2.55046 -0.25673 0.0 0.0 0.0 0.070
H 3.39586 -4.83829 -1.08490 0.0 0.0 0.0 0.001
H 2.50421 -4.75516 0.44426 0.0 0.1 0.0 0.001
H 5.09568 -3.85826 0.21918 0.0 0.0 0.0 0.000
H 3.94598 -3.05406 1.28920 0.0 0.0 0.0 -0.001
H 5.20675 -1.77065 -0.98457 0.0 0.0 0.0 0.000
H 3.86405 -1.15821 0.02577 0.1 0.0 0.0 -0.001
O 2.78239 0.50302 0.71607 0.3 0.1 0.1 0.009
N 3.28888 1.57444 0.28331 0.1 -0.1 -0.1 -0.007
C 3.30254 1.83356 -1.05722 -0.1 0.0 0.0 0.004
C 3.85141 2.99467 -1.54581 0.0 -0.1 0.0 -0.005
C 4.40974 3.93241 -0.68686 0.0 0.1 0.0 0.004
C 4.38067 3.65941 0.67472 0.1 0.0 0.0 -0.001
C 3.82553 2.49176 1.14209 -0.1 0.0 0.0 0.005
H 2.81571 1.06882 -1.64386 0.0 0.0 0.0 -0.007
H 3.81993 3.15121 -2.61506 0.0 0.0 0.0 0.000
H 4.82697 4.85574 -1.06455 0.0 0.0 0.0 0.001
H 4.79121 4.34862 1.40146 0.0 0.0 0.0 0.000
H 3.75324 2.19414 2.17655 0.0 0.0 0.0 0.000
O -0.85522 2.53304 2.98460 0.1 0.0 0.0 0.004
C -0.34655 2.90826 1.94434 -0.2 0.0 0.1 0.007
C 0.11354 4.36219 1.75538 0.0 0.0 0.0 0.004
C 0.65670 4.38474 0.34151 0.0 0.0 0.0 -0.010
C 0.32695 2.98372 -0.18125 -0.1 0.1 -0.2 0.032
O 0.51341 2.68920 -1.36053 0.1 0.0 0.1 0.007
N -0.16139 2.18137 0.79765 0.3 0.0 -0.3 -0.034
H 0.84296 4.60328 2.53062 0.0 0.0 0.0 0.001
H -0.75079 5.01256 1.90573 0.0 0.0 0.0 -0.001
H 1.74126 4.50300 0.30063 0.0 0.0 0.0 -0.001
H 0.22113 5.13630 -0.31985 0.0 0.0 0.0 0.004
S -0.64503 -2.04981 0.89419 0.0 -0.1 -0.1 0.450


2.
9
Properties=species:S:1:pos:R:3:forces:R:3:nbo_charge:R:1 method="wB97M-V/def2-TZVPD" max_force_ha_per_bohr=0.05766 de_lowest_kcal_mol=125.8 homo_ha="-0.3627 / -0.3254" lumo_ha="-0.0519 / -0.0442"
C -0.21521 1.47615 0.10501 0.4 -2.2 -0.1 0.184
C -0.03948 0.24879 -0.56193 -1.1 0.4 -1.4 -0.491
N -0.19549 2.39478 0.77214 -0.3 2.2 1.2 -0.282
N 2.31009 0.42368 0.11082 -2.7 -0.8 -1.1 0.550
O 3.08217 1.23444 -0.18424 1.7 1.4 -0.3 -0.260
O 2.23452 -0.46709 0.86705 1.2 -0.8 1.4 -0.309
S -0.30762 -1.32140 0.15401 -0.3 0.2 -1.0 0.180
H -0.40173 0.41102 -1.64278 1.0 -1.1 1.5 0.272
H -0.22236 -1.15702 1.48575 0.1 0.6 -0.2 0.155